No. 1
Computed, not measured: a molecular structure, C32H45N3O5ReS2Se2, with the ωB97M-V functional and the def2-TZVPD basis.

Results
net charge	+4
gap between HOMO and LUMO (spin up / spin down)	5.6336 / 5.9910	eV
multiplicity	2
expectation value of S²	0.8182

XYZ file:
```
90
C32H45N3O5ReS2Se2 the ωB97M-V functional and the def2-TZVPD basis
Re 1.0666 -0.0754 1.2143
O 2.8745 3.2302 -1.6259
C 2.2528 2.4366 -0.7884
O 1.4230 1.5994 -1.0628
C 2.6177 2.7087 0.6410
C 3.4395 3.7743 0.9934
C 3.6410 4.0733 2.3287
C 2.9482 3.3255 3.2746
C 2.1623 2.2750 2.8447
N 2.0286 1.9161 1.5456
C 1.3011 1.4632 3.7308
O 1.1322 1.6649 4.9917
O 0.6670 0.5322 3.2018
H 2.5738 3.0933 -2.5422
H 3.8975 4.3652 0.2119
H 4.2913 4.8859 2.6267
H 3.0393 3.5708 4.3256
H 1.6219 2.4133 5.3716
C -0.9210 -1.9170 3.7353
Se -0.2267 -2.1633 1.9296
C 1.2458 -3.3923 2.3069
C 2.3251 -2.7781 3.1654
Se 3.1015 -1.1394 2.4099
C 4.3831 -1.9401 1.1760
H -1.0903 -2.9234 4.1153
H -1.8699 -1.3972 3.6346
H -0.2296 -1.3590 4.3544
H 1.6063 -3.7085 1.3281
H 0.7925 -4.2572 2.7954
H 3.1655 -3.4628 3.2889
H 1.9736 -2.5071 4.1597
H 5.1461 -2.3985 1.8011
H 4.8211 -1.1349 0.5915
H 3.9039 -2.6756 0.5363
C 0.7978 -3.6403 -5.1755
C 2.2805 -3.7332 -4.8300
C 2.6678 -3.0331 -3.5288
C 2.3618 -1.5367 -3.5178
N 0.9511 -1.2269 -3.1889
C 0.4650 -0.9935 -1.9996
S 1.5838 -1.2266 -0.5832
N -0.7926 -0.7134 -1.7597
C -1.8446 -0.6711 -2.7999
C -2.3307 -2.0583 -3.2017
C -3.0191 -2.8080 -2.0656
C -3.4723 -4.1987 -2.4948
H 0.5413 -4.3270 -5.9799
H 0.5130 -2.6437 -5.5332
H 0.1705 -3.9065 -4.3187
H 2.8787 -3.3139 -5.6425
H 2.5698 -4.7815 -4.7527
H 3.7414 -3.1457 -3.3617
H 2.1630 -3.5106 -2.6807
H 2.5363 -1.1003 -4.5018
H 2.9871 -0.9828 -2.8154
H 0.2946 -1.2619 -3.9609
H -1.0608 -0.5283 -0.8059
H -1.4569 -0.0965 -3.6456
H -2.6585 -0.0915 -2.3662
H -1.5011 -2.6573 -3.5931
H -3.0222 -1.9244 -4.0368
H -3.8799 -2.2237 -1.7249
H -2.3358 -2.8911 -1.2091
H -4.1981 -4.1345 -3.3054
H -3.9427 -4.7342 -1.6722
H -2.6291 -4.7973 -2.8435
O -0.8053 0.6969 0.8048
S -1.8502 1.3184 1.8276
C -3.2775 1.5587 0.8430
C -4.4864 1.2960 1.4789
C -5.6640 1.5382 0.7829
C -5.6122 2.0164 -0.5173
C -4.3890 2.2675 -1.1397
C -3.2052 2.0485 -0.4601
C -1.2383 2.9367 2.1798
C -1.4435 3.3965 3.4761
C -1.0568 4.6938 3.7937
C -0.4718 5.4975 2.8250
C -0.2709 5.0187 1.5304
C -0.6611 3.7335 1.1944
H -4.5181 0.9149 2.4928
H -6.6171 1.3468 1.2564
H -6.5325 2.2014 -1.0552
H -4.3706 2.6550 -2.1499
H -2.2494 2.2668 -0.9196
H -1.9175 2.7667 4.2209
H -1.2319 5.0795 4.7893
H -0.1949 6.5150 3.0687
H 0.1527 5.6716 0.7779
H -0.5525 3.3592 0.1834
```


No. 2
Computed, not measured: a molecular structure, C32H46As2FN2O10PtS2Si, with the ωB97M-V functional and the def2-TZVPD basis.

Results
net charge	+1
gap between HOMO and LUMO (spin up / spin down)	5.0810 / 5.0827	eV

XYZ file:
```
97
C32H46As2FN2O10PtS2Si the ωB97M-V functional and the def2-TZVPD basis
Pt -0.9946 -0.2607 1.2289
C -3.4549 -0.7977 5.0916
C -2.7272 -0.2911 3.8871
S -1.9009 -1.3833 2.9740
C -2.7797 1.0892 3.4882
C -3.3847 2.1538 4.3330
S -2.1913 1.5219 2.0028
H -3.2789 -1.8601 5.2340
H -4.5290 -0.6272 4.9942
H -3.1099 -0.2660 5.9808
H -4.1350 1.7515 5.0119
H -3.8287 2.9397 3.7266
H -2.5744 2.5994 4.9185
C -0.2838 -4.5768 0.6374
Si 0.0673 -3.0486 -0.3838
C -1.3671 -2.6643 -1.5121
C 1.5716 -3.4145 -1.4454
N 0.3387 -1.7227 0.7366
C 1.4904 -1.8502 1.5419
C 2.7668 -1.6395 0.9966
C 3.9283 -1.7803 1.7356
C 3.8604 -2.1085 3.0845
C 2.6240 -2.3339 3.6597
C 1.4868 -2.2417 2.8780
F 0.2997 -2.5750 3.4515
H -0.4664 -5.4473 0.0012
H -1.1577 -4.4340 1.2758
H 0.5657 -4.8101 1.2835
H -1.5969 -3.5695 -2.0817
H -1.1105 -1.8969 -2.2446
H -2.2747 -2.3541 -0.9919
H 1.9166 -2.5531 -2.0203
H 1.2918 -4.1905 -2.1656
H 2.4051 -3.8002 -0.8561
H 2.8126 -1.3745 -0.0500
H 4.8909 -1.6267 1.2627
H 4.7592 -2.2056 3.6787
H 2.5171 -2.6256 4.6966
C 4.2242 0.6255 -1.6560
O 2.9290 0.2877 -2.1893
C 1.8850 0.6976 -1.4937
O 1.9575 1.2434 -0.4098
C 0.5669 0.5489 -2.1639
C 0.3822 0.3571 -3.4675
As -1.2047 0.8581 -4.5009
C -1.3961 -0.8140 -5.5062
C -2.5930 0.5653 -3.1590
C -2.4878 0.6912 -1.8363
As -0.8193 0.9712 -0.8924
C -0.6861 2.9059 -0.7960
C -3.6608 0.4874 -0.8939
O -3.7418 -0.4942 -0.2109
O -4.5688 1.4648 -0.7777
C -4.4866 2.6612 -1.5572
C -3.9478 0.3069 -3.7502
O -4.8360 -0.2816 -3.1982
O -4.0349 0.8454 -4.9720
C -5.2944 0.6453 -5.6447
C 1.4931 0.0169 -4.4167
O 1.9409 0.8134 -5.1977
O 1.7952 -1.2733 -4.3505
C 2.8165 -1.7278 -5.2579
H 4.2763 1.6933 -1.4552
H 4.9346 0.3447 -2.4257
H 4.4086 0.0678 -0.7402
H -0.4773 -0.9708 -6.0699
H -2.2152 -0.6944 -6.2112
H -1.5762 -1.6644 -4.8520
H -0.9118 3.3175 -1.7795
H 0.3394 3.1377 -0.5224
H -1.3676 3.3160 -0.0533
H -5.1809 3.3568 -1.0967
H -4.7912 2.4790 -2.5868
H -3.4838 3.0880 -1.5407
H -5.1827 1.1117 -6.6172
H -6.0963 1.1156 -5.0795
H -5.4980 -0.4188 -5.7416
H 2.7105 -2.8062 -5.3045
H 3.7939 -1.4597 -4.8605
H 2.6846 -1.2759 -6.2379
O -0.1432 2.8218 4.4721
C 0.6800 2.0988 3.9661
O 0.6161 0.7732 4.0287
C 1.8700 2.6234 3.1522
N 2.6649 1.4938 2.6636
C 4.0475 1.6343 3.1545
C 3.8801 2.4441 4.4317
C 2.8171 3.4623 4.0236
H 1.4396 3.2201 2.3432
H 2.6048 1.3551 1.6626
H 1.4299 0.4785 3.5091
H 4.6703 2.1854 2.4402
H 4.4920 0.6561 3.3161
H 4.8064 2.9045 4.7689
H 3.5087 1.8009 5.2338
H 3.2705 4.2445 3.4130
H 2.2993 3.9378 4.8539
```


No. 3
Computed, not measured: a molecular structure, C32H46B3NO22 at a distorted geometry, with the ωB97M-V functional and the def2-TZVPD basis.

Results
gap between HOMO and LUMO	9.5928	eV

XYZ file:
```
104
C32H46B3NO22 the ωB97M-V functional and the def2-TZVPD basis
B -1.1805 5.2023 1.2945
O -0.5625 4.7639 0.1414
B -1.3745 4.1378 -0.8047
C -0.9386 2.8671 -1.6047
C -0.6685 1.7850 -0.5599
C 0.6252 1.8672 0.1550
O 0.2698 0.8211 -0.8677
O -2.6743 4.6321 -0.8745
B -3.1836 4.4541 0.4111
C -4.2254 3.3383 0.6880
C -4.1559 2.5190 1.8196
C -5.0825 1.4977 1.9648
N -6.0514 1.2294 1.0846
C -6.1292 2.0218 0.0170
C -5.2435 3.0654 -0.2190
O -2.5594 5.1963 1.4090
H -0.5237 5.5979 2.2023
H -1.7577 2.4976 -2.2196
H -0.0104 2.9614 -2.1663
H -1.5239 1.4605 0.0335
H 1.4092 2.4061 -0.3561
H 0.8354 1.2969 1.0463
H -3.3832 2.6586 2.5649
H -5.0016 0.8433 2.8170
H -6.9056 1.8065 -0.7061
H -5.3271 3.6592 -1.1172
C 0.0681 -2.1209 -0.8395
C 0.0190 -3.6196 -0.9533
C -1.0602 -4.3111 -0.1463
O -0.4796 -5.6055 0.0796
C 0.8617 -5.4593 0.0628
O 1.6409 -6.2951 0.3975
O 1.2008 -4.2309 -0.3869
H 0.0927 -1.8139 0.2062
H 0.9592 -1.7198 -1.3171
H -0.8049 -1.6741 -1.3127
H -0.0322 -3.9266 -2.0021
H -2.0088 -4.4110 -0.6656
H -1.2204 -3.8306 0.8214
C 4.2950 -4.8452 0.1967
C 5.7101 -4.9749 0.6854
C 6.0864 -4.1012 1.8628
O 7.4995 -3.9388 1.6789
C 7.7536 -4.0510 0.3532
O 8.7925 -3.7877 -0.1601
O 6.6619 -4.5090 -0.3001
H 4.0486 -3.7991 0.0078
H 4.1574 -5.3904 -0.7351
H 3.6001 -5.2464 0.9301
H 5.9492 -6.0219 0.8980
H 5.8836 -4.5513 2.8305
H 5.6143 -3.1176 1.8073
C -4.7508 8.0777 -2.5061
C -6.0373 7.3062 -2.3899
C -7.1894 8.0252 -1.7171
O -7.9504 6.9352 -1.1771
C -7.0926 5.9155 -0.9467
O -7.3380 4.9266 -0.3371
O -5.8879 6.1748 -1.5106
H -4.4541 8.4817 -1.5373
H -3.9496 7.4280 -2.8557
H -4.8691 8.8992 -3.2126
H -6.3445 6.9226 -3.3670
H -7.8031 8.6121 -2.3946
H -6.8508 8.6526 -0.8891
C 9.2372 -7.0207 0.0827
C 9.1412 -8.5156 -0.0521
C 8.0471 -9.1823 0.7552
O 8.5801 -10.4950 0.9572
C 9.9340 -10.3968 0.9287
O 10.6802 -11.2634 1.2450
O 10.3050 -9.1710 0.4909
H 9.2876 -6.7251 1.1323
H 10.1349 -6.6431 -0.4031
H 8.3720 -6.5480 -0.3817
H 9.0663 -8.8025 -1.1051
H 7.0902 -9.2400 0.2430
H 7.9154 -8.7076 1.7313
C -4.7188 1.0476 8.4195
C -3.9121 1.0251 7.1494
C -4.5267 1.7390 5.9635
O -3.9490 1.0284 4.8608
C -3.6692 -0.2310 5.2832
O -3.3568 -1.1240 4.5661
O -3.7989 -0.3143 6.6256
H -5.7383 0.7074 8.2352
H -4.2770 0.3866 9.1636
H -4.7498 2.0587 8.8254
H -2.8973 1.3905 7.3309
H -4.2769 2.7948 5.9035
H -5.6115 1.6162 5.9229
C 1.7104 1.5672 -5.8080
C 0.5223 2.3714 -6.2634
C 0.8323 3.7351 -6.8444
O -0.3699 4.4609 -6.5592
C -0.9300 3.9089 -5.4556
O -1.8293 4.3822 -4.8412
O -0.3137 2.7424 -5.1500
H 2.3397 2.1535 -5.1374
H 1.3858 0.6798 -5.2666
H 2.3035 1.2544 -6.6674
H -0.0935 1.7891 -6.9547
H 1.0246 3.7292 -7.9136
H 1.6612 4.2211 -6.3239
```


No. 4
Computed, not measured: a molecular structure, C32H46BrClOP4W at a distorted geometry, with the ωB97M-V functional and the def2-TZVPD basis.

Results
net charge	+2
gap between HOMO and LUMO (spin up / spin down)	7.3037 / 3.4818	eV
multiplicity	3
expectation value of S²	2.0273

XYZ file:
```
86
C32H46BrClOP4W the ωB97M-V functional and the def2-TZVPD basis
P 2.9685 -0.5723 1.2024
C 3.9240 -1.9241 2.0050
C 5.0100 -2.5678 1.4164
H 5.3336 -2.2792 0.4264
C 5.6811 -3.5766 2.0938
H 6.5218 -4.0697 1.6233
C 5.2823 -3.9488 3.3695
H 5.8081 -4.7343 3.8964
C 4.2008 -3.3123 3.9645
H 3.8794 -3.6010 4.9566
C 3.5209 -2.3156 3.2830
H 2.6686 -1.8321 3.7452
C 3.6355 -0.6171 -0.5117
C 3.0495 -1.5218 -1.3990
H 2.2298 -2.1448 -1.0622
C 3.5075 -1.6309 -2.7023
H 3.0466 -2.3405 -3.3770
C 4.5453 -0.8213 -3.1455
H 4.8972 -0.8984 -4.1660
C 5.1242 0.0908 -2.2750
H 5.9322 0.7259 -2.6142
C 4.6765 0.1901 -0.9648
H 5.1394 0.8976 -0.2914
C 3.8010 0.9209 1.8823
C 4.9916 0.8886 2.6049
H 5.4781 -0.0576 2.7950
C 5.5573 2.0635 3.0802
H 6.4814 2.0237 3.6422
C 4.9468 3.2845 2.8328
H 5.3906 4.1996 3.2032
C 3.7601 3.3265 2.1127
H 3.2746 4.2745 1.9211
C 3.1866 2.1527 1.6504
H 2.2530 2.1887 1.1020
W -3.3655 -0.5355 0.4467
C -3.3252 0.6154 -1.2416
C -2.1717 1.0621 -1.8029
H -4.2774 0.8682 -1.6991
C -0.9096 0.6336 -1.1054
O -0.1302 1.7805 -0.7514
H 0.6981 1.4783 -0.3563
C -1.4064 -0.1379 0.0565
H -0.3116 -0.0347 -1.7405
C -1.4442 -0.7775 1.1593
Cl -3.8284 -1.9974 2.4382
P -3.7895 1.3955 1.8494
P -3.4405 -2.6373 -0.7628
C -4.9901 1.1062 3.1788
H -4.6227 0.3175 3.8262
H -5.9254 0.7720 2.7417
H -5.1487 2.0208 3.7464
C -2.2929 2.0249 2.6845
H -1.5410 2.2848 1.9443
H -1.8936 1.2478 3.3306
H -2.5257 2.9003 3.2862
C -4.4423 2.8342 0.9384
H -5.3504 2.5354 0.4228
H -3.7084 3.1602 0.2063
H -4.6659 3.6568 1.6136
C -4.8933 -3.6668 -0.4120
H -5.7904 -3.1442 -0.7265
H -4.9513 -3.8302 0.6588
H -4.8121 -4.6163 -0.9365
C -3.4259 -2.4711 -2.5820
H -2.5385 -1.9275 -2.8958
H -4.3031 -1.9053 -2.8850
H -3.4432 -3.4428 -3.0701
C -2.0118 -3.7001 -0.3672
H -2.0095 -3.8754 0.7051
H -1.0857 -3.2030 -0.6430
H -2.0775 -4.6517 -0.8894
P -2.0873 2.1342 -3.1989
C -3.6925 2.2254 -4.0222
C -0.8631 1.5390 -4.3919
H -4.4360 2.6463 -3.3520
H -4.0120 1.2336 -4.3277
H -3.6128 2.8635 -4.8986
H 0.1146 1.5064 -3.9192
H -0.8155 2.2088 -5.2466
H -1.1310 0.5432 -4.7333
C -1.6055 3.8230 -2.7550
H -2.3503 4.2439 -2.0853
H -1.5270 4.4462 -3.6427
H -0.6503 3.7904 -2.2408
H -0.9895 -1.2272 2.0203
Br -5.8939 -0.5785 0.1272
```


No. 5
Computed, not measured: a molecular structure, C32H46BrF4N8OPPbS at a distorted geometry, with the ωB97M-V functional and the def2-TZVPD basis.

Results
gap between HOMO and LUMO	7.1528	eV

XYZ file:
```
95
C32H46BrF4N8OPPbS the ωB97M-V functional and the def2-TZVPD basis
Pb 1.0817 -0.7737 0.1021
C 0.3874 -3.9984 0.0178
N -0.1011 -2.8976 0.8748
C -1.5928 -2.9633 0.8573
C 0.4456 -3.1393 2.2666
C 0.1157 -2.0672 3.2786
N 1.0404 -0.9500 3.1475
C 0.8118 0.2599 3.7593
C 1.6040 1.4042 3.4167
F 2.4004 1.3626 2.3605
C 1.4121 2.6312 4.0238
F 2.2366 3.6985 3.7161
C 0.3462 2.8846 4.8441
C -0.5340 1.8404 5.0691
F -1.6768 2.1273 5.7464
C -0.2728 0.5506 4.6289
F -1.0307 -0.5122 5.0522
H 0.1629 -4.9288 0.5231
H -0.1752 -3.9727 -0.9009
H 1.4425 -3.9718 -0.1498
H -1.9929 -3.9354 1.1462
H -2.0220 -2.1752 1.4958
H -1.9230 -2.7894 -0.2219
H 0.0401 -4.1110 2.6015
H 1.5216 -3.2249 2.1230
H -0.9416 -1.7546 3.2105
H 0.2320 -2.5082 4.2909
H 0.2021 3.8610 5.3121
Br 3.4033 -0.9161 -6.5339
C 2.8111 -0.8080 -4.7177
C 2.4784 -1.9612 -4.0416
C 2.1479 -1.8998 -2.7150
C 1.9640 -0.7067 -2.0553
C 2.3182 0.4652 -2.7197
C 2.7418 0.4129 -4.0580
H 2.4381 -2.8874 -4.6163
H 1.9328 -2.8198 -2.1991
H 2.1777 1.4121 -2.2571
H 3.0407 1.3142 -4.5931
C 6.3668 -4.1211 -2.0835
C 5.5691 -4.8469 -1.0094
C 4.9067 -3.9348 -0.0437
N 3.7873 -3.4019 -0.3169
N 3.2585 -2.5960 0.6213
C 4.0184 -2.5028 1.7360
N 3.6894 -1.8509 2.7961
S 5.5634 -3.4040 1.5360
H 6.9236 -4.8852 -2.6617
H 7.0321 -3.3986 -1.5935
H 5.7504 -3.5346 -2.7636
H 6.2181 -5.5542 -0.5375
H 4.7847 -5.4048 -1.5219
H 2.0627 -1.2910 3.1220
H 4.4890 -1.8580 3.4637
O -0.8867 0.5672 -0.3494
P -1.9924 1.5735 -0.6411
N -3.0120 1.6784 0.6564
C -2.8913 1.0307 1.9885
C -4.0096 1.5606 2.9092
C -4.8347 2.5014 2.0153
C -4.3367 2.3650 0.5390
N -2.7691 1.0594 -1.9767
C -2.7153 -0.3237 -2.4831
C -3.3570 -0.2744 -3.8860
C -3.5235 1.2135 -4.2339
C -3.6512 1.8938 -2.8577
N -1.4387 3.1449 -0.9102
C -0.3319 3.3648 -1.9295
C 0.0576 4.8563 -1.7785
C -0.3788 5.2417 -0.3408
C -1.4014 4.1826 0.1413
H -1.9338 1.1883 2.4812
H -3.0245 -0.0573 1.8634
H -3.5503 2.0694 3.7771
H -4.6013 0.7445 3.3586
H -4.7441 3.5444 2.3541
H -5.9184 2.2790 2.0440
H -4.2566 3.3589 0.0710
H -5.0458 1.7519 -0.0281
H -3.2887 -1.0017 -1.8467
H -1.6736 -0.6899 -2.4936
H -4.3628 -0.7388 -3.9138
H -2.7610 -0.8223 -4.6351
H -4.3929 1.4077 -4.8319
H -2.6203 1.6196 -4.7398
H -4.6971 1.8212 -2.5022
H -3.3539 2.9329 -2.9016
H -0.7238 3.1272 -2.9280
H 0.5122 2.7344 -1.6937
H -0.4861 5.4242 -2.5504
H 1.1346 4.9893 -1.9517
H -0.8407 6.2204 -0.2864
H 0.5088 5.1695 0.3251
H -2.4215 4.5618 0.2120
H -1.0800 3.7624 1.1250
```


Summary of E_tot in eV
-203079.0418, -214571.1237, -82501.6798, -157510.2947, -154182.3811
(order as listed above)